# C55H37F5NO34

9 unconnected molecules or ions with the total composition C55H37F5NO34 (ωB97M-V/def2-TZVPD, the Open Molecules 2025 dataset).

Properties
Frontier orbital gap in eV: 6.076
Molar mass in g/mol: 1350.9
LUMO level in Ha: -0.0162
Largest force on an atom in eV/Å: 6.9
Net charge: -1

Atoms and positions in Å:
C (-3.052829, -2.330634, 3.257465)
C (-1.942304, -1.724828, 3.285583)
C (-0.684821, -1.033282, 3.166400)
N (0.388172, -2.022083, 3.214450)
C (1.576253, -1.689921, 2.458784)
C (1.877060, -0.175704, 2.505766)
O (2.161654, 0.390182, 1.421820)
O (1.795557, 0.346244, 3.675046)
C (1.600264, -2.289599, 1.064291)
F (1.546634, -3.649170, 1.208845)
F (2.729753, -2.036164, 0.436220)
C (0.416238, -1.982935, 0.145315)
F (0.223535, -0.704144, -0.047510)
F (-0.698458, -2.537490, 0.589234)
F (0.664687, -2.535701, -1.064962)
H (-3.810193, -3.044059, 3.295305)
H (-0.599307, -0.368099, 4.002705)
H (-0.735940, -0.500279, 2.231709)
H (0.056694, -2.941637, 2.988211)
H (2.408973, -2.154649, 2.950436)
C (-5.815918, 1.536871, 4.954342)
C (-6.886581, 2.237569, 4.565625)
C (-7.022050, 2.780782, 3.170673)
O (-8.041762, 3.391464, 2.902308)
C (-5.941609, 2.552958, 2.230507)
C (-4.864563, 1.853070, 2.617795)
C (-4.737928, 1.289126, 4.005744)
O (-3.736595, 0.654725, 4.255090)
O (-3.839807, 1.598454, 1.826953)
O (-7.911090, 2.509784, 5.366828)
H (-5.709560, 1.140104, 5.953794)
H (-6.041675, 2.961021, 1.234651)
H (-3.208213, 1.071798, 2.356728)
H (-8.538235, 3.023657, 4.826494)
C (-4.447901, -0.575315, -5.243768)
C (-4.510161, 0.688428, -4.814148)
C (-4.513516, 1.036529, -3.353945)
O (-4.549787, 2.216337, -3.060456)
C (-4.470750, -0.044121, -2.385584)
C (-4.419531, -1.313892, -2.815351)
C (-4.393528, -1.659299, -4.276671)
O (-4.325722, -2.832635, -4.581580)
O (-4.378141, -2.360646, -2.011351)
O (-4.567018, 1.736308, -5.630224)
H (-4.432209, -0.835437, -6.292924)
H (-4.484705, 0.216686, -1.335340)
H (-4.352064, -3.138103, -2.601160)
H (-4.609663, 2.525500, -5.057519)
C (-8.589428, -4.689972, 0.953175)
C (-7.590084, -4.801631, 1.837223)
C (-6.341162, -3.971113, 1.732893)
O (-5.480093, -4.142937, 2.572187)
C (-6.218667, -3.037231, 0.629283)
C (-7.214567, -2.933632, -0.260525)
C (-8.472464, -3.749506, -0.148261)
O (-9.334415, -3.582667, -0.989832)
O (-7.168421, -2.123402, -1.305571)
O (-7.614742, -5.643658, 2.858068)
H (-9.490834, -5.282136, 1.017266)
H (-5.306125, -2.462764, 0.552517)
H (-8.002521, -2.263199, -1.789837)
H (-6.771281, -5.517883, 3.331763)
C (-8.450070, 4.283617, -7.638875)
C (-8.938335, 4.423325, -8.877541)
C (-8.373908, 3.665105, -10.048089)
O (-8.893071, 3.841668, -11.134435)
C (-7.250011, 2.777125, -9.819507)
C (-6.755513, 2.637412, -8.580436)
C (-7.338346, 3.376679, -7.408046)
O (-6.831753, 3.164106, -6.327334)
O (-5.732737, 1.853080, -8.289128)
O (-9.947752, 5.228233, -9.174594)
H (-8.849526, 4.820601, -6.790539)
H (-6.842410, 2.250505, -10.670247)
H (-5.566913, 1.932510, -7.323536)
H (-10.093412, 5.131089, -10.133668)
C (0.649896, -1.150214, -4.703599)
C (1.906476, -0.748254, -4.473978)
C (2.244707, 0.240485, -3.389647)
O (3.416311, 0.531940, -3.248992)
C (1.162869, 0.786333, -2.591833)
C (-0.094202, 0.385649, -2.823808)
C (-0.425827, -0.620981, -3.888370)
O (-1.595321, -0.938350, -4.011424)
O (-1.134513, 0.838284, -2.144849)
O (2.946348, -1.180371, -5.169304)
H (0.397025, -1.861888, -5.476518)
H (1.411885, 1.505175, -1.823444)
H (-1.918083, 0.381761, -2.500157)
H (3.723834, -0.732024, -4.785831)
C (4.016454, -0.363217, 8.513910)
C (4.634040, -1.447541, 8.987076)
C (4.790074, -2.694616, 8.171457)
O (5.387461, -3.628186, 8.689737)
C (4.231093, -2.720980, 6.844614)
C (3.598509, -1.637998, 6.342125)
C (3.462350, -0.367847, 7.158816)
O (2.906042, 0.587450, 6.675473)
O (3.082770, -1.645324, 5.139592)
O (5.161528, -1.518802, 10.208634)
H (3.902644, 0.539621, 9.096806)
H (4.339096, -3.633709, 6.276862)
H (2.654425, -0.773608, 4.907169)
H (5.541039, -2.414296, 10.271044)
C (6.786284, -0.111260, -0.327332)
C (7.759522, 0.782437, -0.537961)
C (7.613919, 2.227455, -0.129016)
O (8.552618, 2.978623, -0.353713)
C (6.381045, 2.647267, 0.494128)
C (5.394099, 1.754324, 0.716274)
C (5.547020, 0.310055, 0.316573)
O (4.603781, -0.399191, 0.557003)
O (4.257372, 2.069038, 1.292079)
O (8.914150, 0.467362, -1.119456)
H (6.874937, -1.147939, -0.619997)
H (6.290037, 3.687215, 0.772587)
H (3.678677, 1.252488, 1.407996)
H (9.443466, 1.283061, -1.126945)
C (12.827318, 0.193208, 0.907284)
C (14.053562, 0.136150, 1.441943)
C (14.859468, 1.374717, 1.723333)
O (15.958227, 1.230462, 2.225923)
C (14.288115, 2.663662, 1.379636)
C (13.061368, 2.722755, 0.842651)
C (12.249720, 1.485100, 0.581965)
O (11.145192, 1.640597, 0.105286)
O (12.468429, 3.854194, 0.504770)
O (14.653091, -1.000179, 1.764759)
H (12.238142, -0.689254, 0.701800)
H (14.880639, 3.545993, 1.573554)
H (11.587213, 3.612797, 0.154841)
H (15.520877, -0.750727, 2.131476)

Cartesian forces, eV/Å:
C 6.20 3.08 0.26
C -6.08 -3.19 -0.32
C -0.16 -0.86 0.32
N 0.28 0.28 0.07
C -0.29 0.45 -0.05
C -0.06 1.40 0.98
O -0.14 -0.19 1.04
O 0.55 -1.05 -1.60
C -0.54 0.05 0.72
F -0.11 -0.80 0.13
F 0.60 0.09 -0.62
C 0.76 -0.51 -0.79
F -0.42 0.80 -0.02
F -0.72 -0.16 0.30
F -0.01 -0.04 -0.25
H -0.96 -0.44 0.00
H 0.30 0.72 0.22
H 0.24 0.63 -0.40
H -0.15 -0.25 -0.04
H 0.68 -0.38 0.19
C 0.16 -0.12 0.01
C 0.14 -0.14 0.21
C 0.35 -0.02 -0.43
O -0.20 0.06 0.16
C -0.24 0.11 0.00
C -0.08 0.13 -0.26
C -0.25 0.01 0.34
O 0.15 0.10 0.07
O 0.04 -0.06 -0.01
O -0.06 0.02 0.02
H -0.02 0.00 0.01
H 0.02 -0.01 -0.01
H 0.07 -0.10 0.02
H -0.08 0.07 -0.09
C -0.11 -0.12 -0.08
C 0.01 -0.35 -0.19
C -0.02 -0.26 0.38
O -0.02 0.21 -0.14
C -0.04 0.20 0.08
C 0.04 0.13 0.29
C 0.13 0.30 -0.49
O -0.11 -0.20 0.16
O 0.08 -0.01 -0.05
O 0.22 0.02 -0.03
H 0.02 0.02 -0.01
H 0.01 -0.02 0.00
H 0.10 -0.14 -0.02
H -0.10 0.12 0.08
C -0.13 0.04 -0.16
C -0.27 -0.09 -0.08
C 0.13 0.33 -0.49
O -0.13 -0.30 0.32
C 0.14 0.02 0.17
C 0.33 0.01 0.11
C -0.13 -0.31 0.36
O 0.02 0.13 -0.21
O -0.19 0.07 -0.14
O 0.05 -0.02 0.10
H 0.00 -0.01 0.02
H 0.00 0.00 -0.03
H -0.14 0.04 -0.03
H 0.10 0.01 0.05
C 0.10 -0.05 0.20
C -0.01 0.07 0.28
C 0.44 -0.37 -0.01
O -0.21 0.18 -0.08
C -0.15 0.07 -0.20
C 0.16 -0.19 -0.31
C -0.30 0.23 -0.12
O -0.05 0.15 0.32
O -0.14 0.09 0.07
O -0.06 0.04 -0.05
H -0.03 0.01 -0.01
H 0.02 -0.02 0.01
H 0.14 -0.08 0.05
H -0.02 -0.03 -0.13
C -0.26 -0.05 -0.04
C -0.15 -0.20 -0.13
C -0.29 0.24 0.41
O 0.19 -0.06 -0.19
C 0.18 0.11 -0.05
C 0.34 0.16 0.07
C 0.40 -0.16 -0.14
O -0.27 -0.02 -0.02
O -0.16 0.10 0.04
O 0.07 0.01 -0.04
H 0.03 -0.02 0.00
H -0.01 -0.07 0.08
H -0.09 -0.12 0.02
H 0.11 0.05 0.09
C -0.06 0.06 -0.09
C -0.07 0.30 0.12
C -0.16 -0.17 -0.51
O 0.09 -0.03 0.24
C 0.14 -0.09 0.22
C 0.03 -0.27 -0.16
C 0.14 -0.04 0.35
O -0.13 0.09 -0.19
O 0.04 0.37 0.27
O 0.03 0.02 0.09
H 0.00 0.01 0.00
H -0.03 0.02 -0.07
H -0.29 0.15 -0.34
H 0.06 -0.15 -0.03
C -0.16 -0.09 0.05
C -0.12 -0.26 -0.03
C -0.51 0.29 0.21
O 0.26 -0.07 -0.18
C 0.34 0.06 -0.15
C -0.26 0.49 0.35
C 0.22 0.25 -0.13
O 0.34 -0.66 -0.06
O 0.50 -0.33 -0.11
O -0.18 0.03 -0.12
H 0.03 -0.01 -0.01
H -0.03 0.01 0.03
H -0.47 0.30 -0.20
H 0.16 0.11 0.14
C -0.17 0.02 -0.08
C -0.25 -0.12 -0.10
C -0.13 0.51 -0.10
O 0.13 -0.22 0.05
C 0.21 -0.07 0.09
C 0.21 0.23 0.11
C 0.14 -0.45 0.10
O 0.04 0.16 -0.11
O -0.08 -0.02 -0.05
O 0.08 -0.05 0.03
H 0.01 -0.02 0.02
H -0.02 0.02 0.00
H -0.11 0.00 0.00
H 0.11 0.04 0.06